1.
{"formula": "C2H7N2", "method": "ωB97M-V/def2-TZVPD", "total_charge": 2, "fmax_ha_per_bohr": 0.02428, "homo_ev": [-23.46, -24.69], "multiplicity": 2, "homo_lumo_gap_ev": [12.2, 9.4], "de_lowest_ev": 1.779, "elements": ["C", "N", "C", "N", "H", "H", "H", "H", "H", "H", "H"], "xyz": [[-1.075, -0.720, -0.980], [1.071, 0.917, 1.313], [0.680, 0.551, 0.143], [0.087, -0.657, -0.157], [-1.009, 0.056, -1.737], [-1.966, -0.554, -0.337], [-1.198, -1.685, -1.480], [0.799, 0.461, 2.187], [1.562, 1.823, 1.346], [0.669, 1.319, -0.633], [0.380, -1.511, 0.335]]}

=====

2.
{"formula": "C2H7N2O", "method": "ωB97M-V/def2-TZVPD", "total_charge": -1, "fmax_ha_per_bohr": 0.02968, "homo_ev": -2.24, "multiplicity": 1, "homo_lumo_gap_ev": 6.6, "de_lowest_ev": 1.325, "elements": ["C", "O", "H", "H", "H", "N", "C", "N", "H", "H", "H", "H"], "xyz": [[-0.140, -0.316, -2.289], [-0.704, 0.755, -1.539], [-0.208, 0.076, -3.310], [0.889, -0.554, -2.000], [-0.708, -1.251, -2.222], [1.158, -0.759, 1.031], [-0.034, 0.079, 1.068], [-0.294, 0.458, 2.257], [0.993, -1.684, 0.653], [1.506, -0.850, 1.990], [-0.399, 0.551, -0.559], [-1.035, 1.130, 2.406]]}

=====

3.
{"formula": "C2H7N2O", "method": "ωB97M-V/def2-TZVPD", "total_charge": 1, "fmax_ha_per_bohr": 0.09848, "homo_ev": -15.33, "smiles": "C/C(N)=[NH+]/O", "multiplicity": 1, "homo_lumo_gap_ev": 11.2, "de_lowest_ev": 3.494, "elements": ["C", "C", "N", "N", "O", "H", "H", "H", "H", "H", "H", "H"], "xyz": [[1.729, -0.342, 0.074], [0.068, -0.016, -0.119], [-0.523, -1.002, 0.559], [-0.854, 0.952, -0.632], [-2.247, 0.723, -0.688], [1.841, 0.068, 1.085], [2.389, 0.276, -0.501], [2.006, -1.387, 0.064], [0.160, -1.546, 1.072], [-1.434, -0.920, 0.844], [-0.565, 1.649, -1.260], [-2.569, 1.545, -0.497]]}

=====

4.
{"formula": "C2H7N2O2", "method": "ωB97M-V/def2-TZVPD", "total_charge": 1, "fmax_ha_per_bohr": 0.08144, "homo_ev": -16.83, "smiles": "CC/[N+](O)=N/O", "multiplicity": 1, "homo_lumo_gap_ev": 11.7, "de_lowest_ev": 5.817, "elements": ["C", "C", "N", "O", "N", "O", "H", "H", "H", "H", "H", "H", "H"], "xyz": [[-0.959, -1.205, -0.679], [0.107, -0.880, 0.472], [0.277, 0.587, 0.384], [-0.801, 1.348, -0.110], [1.379, 0.997, 0.595], [1.610, 2.282, 0.395], [-0.978, -2.356, -0.786], [-1.952, -0.841, -0.338], [-0.757, -0.670, -1.604], [1.126, -1.258, 0.265], [-0.247, -1.299, 1.408], [-1.235, 0.740, -0.760], [2.431, 2.555, 0.758]]}

=====

5.
{"formula": "C2H7N2O3S", "method": "ωB97M-V/def2-TZVPD", "total_charge": -1, "fmax_ha_per_bohr": 0.04583, "homo_ev": [-3.46, -2.91], "multiplicity": 1, "homo_lumo_gap_ev": [7.4, 6.7], "de_lowest_ev": 2.249, "elements": ["C", "C", "N", "N", "O", "O", "O", "S", "H", "H", "H", "H", "H", "H", "H"], "xyz": [[-0.866, 0.581, 1.693], [0.399, 0.535, 0.863], [1.342, 1.067, -1.356], [0.469, 1.369, -0.221], [-1.668, -1.856, -0.471], [0.440, -3.014, -0.453], [0.000, -1.243, -2.178], [-0.266, -1.772, -0.801], [-1.677, 0.793, 1.001], [-0.849, 1.436, 2.392], [-1.023, -0.353, 2.193], [0.944, -0.451, 0.750], [0.947, 0.320, -1.929], [2.186, 0.909, -0.867], [-0.379, 1.678, -0.617]]}

=====

6.
{"formula": "C2H7N2OP", "method": "ωB97M-V/def2-TZVPD", "total_charge": 0, "fmax_ha_per_bohr": 0.12101, "homo_ev": -7.60, "smiles": "CP(N)/N=C\\O", "multiplicity": 1, "homo_lumo_gap_ev": 7.8, "de_lowest_ev": 3.749, "elements": ["C", "P", "N", "N", "C", "O", "H", "H", "H", "H", "H", "H", "H"], "xyz": [[-1.205, -0.133, 1.123], [0.002, -0.727, -0.272], [-1.319, -1.392, -1.142], [0.485, 0.876, -0.862], [1.631, 1.248, -0.477], [2.535, 0.437, 0.061], [-2.124, -0.706, 1.091], [-0.791, -0.093, 2.088], [-1.387, 0.934, 0.617], [-1.088, -1.860, -2.045], [-2.206, -1.262, -0.721], [2.103, 2.357, -0.279], [3.364, 0.320, 0.818]]}

=====

7.
{"formula": "C2H7N2OP", "method": "ωB97M-V/def2-TZVPD", "total_charge": 0, "fmax_ha_per_bohr": 0.06507, "homo_ev": [-9.17, -7.95], "multiplicity": 1, "homo_lumo_gap_ev": [8.7, 7.7], "de_lowest_ev": 3.346, "elements": ["C", "C", "N", "N", "O", "P", "H", "H", "H", "H", "H", "H", "H"], "xyz": [[-2.674, -0.276, -0.375], [1.421, 0.910, -0.922], [-2.096, 0.606, 0.257], [1.308, -0.380, 1.615], [0.552, -1.655, -0.517], [0.503, -0.293, 0.047], [-3.796, -0.290, -0.299], [-2.224, -1.269, -0.660], [1.566, 1.861, -0.292], [2.293, 0.339, -1.282], [0.731, 1.174, -1.799], [1.243, 0.482, 2.065], [1.172, -1.207, 2.164]]}

=====

8.
{"formula": "C2H7N2P", "method": "ωB97M-V/def2-TZVPD", "total_charge": 0, "fmax_ha_per_bohr": 0.07066, "homo_ev": [-7.27, -9.64], "multiplicity": 3, "homo_lumo_gap_ev": [8.2, 7.0], "de_lowest_ev": 1.505, "elements": ["C", "C", "N", "N", "P", "H", "H", "H", "H", "H", "H", "H"], "xyz": [[1.614, -0.191, 0.501], [0.829, 0.548, -0.597], [0.614, -0.863, -0.332], [-3.423, 0.586, 0.265], [-2.903, -0.605, -0.574], [2.626, -0.437, 0.152], [1.538, 0.261, 1.460], [0.237, 1.279, -0.169], [1.500, 0.792, -1.419], [-2.654, 1.221, 0.432], [-0.298, -0.949, 0.057], [-4.085, -1.248, -1.023]]}

=====

9.
{"formula": "C2H7N2P2", "method": "ωB97M-V/def2-TZVPD", "total_charge": 1, "fmax_ha_per_bohr": 0.10462, "homo_ev": [-11.73, -11.77], "smiles": "[H]/P=C(N)/P=C/[NH3+]", "multiplicity": 1, "homo_lumo_gap_ev": [6.5, 6.5], "de_lowest_ev": 2.716, "elements": ["H", "P", "C", "N", "P", "C", "N", "H", "H", "H", "H", "H", "H"], "xyz": [[-3.832, -0.861, 0.400], [-3.200, 0.475, -0.081], [-1.560, -0.165, -0.019], [-1.379, -1.511, 0.044], [-0.306, 1.091, -0.167], [1.241, 0.273, 0.040], [2.331, 1.210, 0.061], [-0.610, -2.004, -0.463], [-2.033, -2.126, 0.456], [1.536, -0.790, -0.285], [2.070, 2.042, 0.499], [2.627, 1.486, -0.980], [3.116, 0.879, 0.495]]}

=====

10.
{"formula": "C2H7N2P2", "method": "ωB97M-V/def2-TZVPD", "total_charge": 1, "fmax_ha_per_bohr": 0.08392, "homo_ev": -14.49, "multiplicity": 1, "homo_lumo_gap_ev": 9.6, "de_lowest_ev": 0.173, "elements": ["C", "C", "N", "N", "P", "P", "H", "H", "H", "H", "H", "H", "H"], "xyz": [[1.981, 0.966, 0.206], [0.500, 1.160, 0.042], [-0.730, -1.226, -1.410], [-0.618, -1.143, 1.228], [2.507, -0.634, 0.191], [0.323, -0.708, -0.118], [2.594, 1.750, 0.249], [0.148, 1.360, 0.980], [0.144, 1.710, -0.856], [-0.827, -2.236, -1.359], [-0.493, -1.139, -2.412], [-0.135, -1.734, 1.887], [-1.502, -1.357, 0.812]]}

=====

11.
{"formula": "C2H7N2S", "method": "ωB97M-V/def2-TZVPD", "total_charge": 1, "fmax_ha_per_bohr": 0.08001, "homo_ev": -13.06, "smiles": "C1NSC[NH2+]1", "multiplicity": 1, "homo_lumo_gap_ev": 9.2, "de_lowest_ev": 2.588, "elements": ["C", "N", "S", "C", "N", "H", "H", "H", "H", "H", "H", "H"], "xyz": [[0.542, -0.432, -0.883], [-0.837, -0.881, -0.996], [-1.854, 0.227, -0.042], [-0.566, 0.270, 1.195], [0.621, 0.510, 0.368], [1.317, -1.269, -0.754], [0.854, 0.192, -1.852], [-0.957, -1.016, -1.956], [-0.623, -0.611, 1.804], [-0.772, 1.026, 1.936], [1.517, 0.431, 1.023], [0.759, 1.552, 0.157]]}

=====

12.
{"formula": "C2H7N2S3", "method": "ωB97M-V/def2-TZVPD", "total_charge": 1, "fmax_ha_per_bohr": 0.04746, "homo_ev": -13.34, "smiles": "C/[N+](S)=C/NSS", "multiplicity": 1, "homo_lumo_gap_ev": 9.5, "de_lowest_ev": 0.688, "elements": ["C", "N", "S", "C", "N", "S", "S", "H", "H", "H", "H", "H", "H", "H"], "xyz": [[1.773, -0.657, 0.471], [0.544, -0.120, -0.174], [0.714, 0.520, -1.772], [-0.608, 0.023, 0.466], [-1.651, 0.647, -0.051], [-3.085, 0.892, 0.929], [-4.664, 0.383, -0.313], [2.729, 0.015, 0.459], [1.844, -1.539, -0.179], [1.448, -0.978, 1.531], [1.880, 1.368, -1.464], [-0.816, -0.273, 1.562], [-1.630, 0.576, -1.052], [-4.979, 1.577, -1.005]]}

=====

13.
{"formula": "C2H7N3", "method": "ωB97M-V/def2-TZVPD", "total_charge": 0, "fmax_ha_per_bohr": 0.07612, "homo_ev": -9.09, "smiles": "[H]/N=C(/C)NN", "multiplicity": 1, "homo_lumo_gap_ev": 10.0, "de_lowest_ev": 2.777, "elements": ["H", "N", "C", "C", "N", "N", "H", "H", "H", "H", "H", "H"], "xyz": [[0.601, 1.927, 0.055], [-0.350, 1.650, -0.018], [-0.397, 0.388, 0.097], [-1.724, -0.503, 0.010], [0.680, -0.491, 0.089], [2.092, -0.184, 0.039], [-1.541, -1.645, -0.506], [-2.029, -0.678, 1.218], [-2.534, 0.266, -0.584], [0.599, -1.510, -0.236], [2.238, 0.213, -0.872], [2.366, 0.567, 0.707]]}

=====

14.
{"formula": "C2H7N3", "method": "ωB97M-V/def2-TZVPD", "total_charge": 0, "fmax_ha_per_bohr": 0.13806, "homo_ev": -8.88, "multiplicity": 1, "homo_lumo_gap_ev": 8.6, "de_lowest_ev": 10.434, "elements": ["C", "C", "H", "H", "H", "H", "H", "H", "H", "N", "N", "N"], "xyz": [[-0.689, -1.500, -0.411], [0.465, 0.567, 0.715], [-0.155, -1.669, -1.834], [0.048, -2.071, 0.728], [-2.264, -1.604, -0.323], [0.597, 1.829, -1.006], [-1.447, 1.202, -1.310], [0.036, 1.681, 0.729], [1.122, -0.827, 1.479], [-0.369, 0.042, -0.141], [-0.395, 0.842, -1.466], [1.251, 0.123, 1.566]]}

=====

15.
{"formula": "C2H7N3", "method": "ωB97M-V/def2-TZVPD", "total_charge": 0, "fmax_ha_per_bohr": 0.04153, "homo_ev": -9.26, "smiles": "[H]/N=C\\N.C=N", "multiplicity": 1, "homo_lumo_gap_ev": 10.2, "de_lowest_ev": 1.834, "elements": ["H", "N", "C", "N", "H", "H", "H", "C", "N", "H", "H", "H"], "xyz": [[-0.767, -1.840, -0.543], [-0.295, -0.965, -0.297], [-0.853, -0.575, 0.777], [-2.160, -0.765, 1.161], [-0.356, 0.066, 1.514], [-2.763, -1.331, 0.583], [-2.700, -0.029, 1.586], [1.736, 1.028, -0.644], [2.676, 0.679, -1.405], [1.741, 0.646, 0.367], [1.043, 1.849, -0.841], [2.699, 1.237, -2.258]]}

=====

16.
{"formula": "C2H7N3", "method": "ωB97M-V/def2-TZVPD", "total_charge": 0, "fmax_ha_per_bohr": 0.02116, "homo_ev": -8.57, "smiles": "[H]/N=C(\\N)NC", "multiplicity": 1, "homo_lumo_gap_ev": 9.5, "de_lowest_ev": 0.062, "elements": ["H", "N", "C", "N", "N", "C", "H", "H", "H", "H", "H", "H"], "xyz": [[-0.268, -0.720, -2.096], [-0.532, -0.727, -1.116], [0.256, 0.032, -0.443], [1.363, 0.689, -0.946], [0.027, 0.227, 0.884], [-1.162, -0.348, 1.495], [1.626, 0.544, -1.896], [1.921, 1.302, -0.378], [0.585, 0.884, 1.384], [-2.040, -0.164, 0.817], [-1.347, 0.165, 2.471], [-1.049, -1.436, 1.631]]}

=====

17.
{"formula": "C2H7N3", "method": "ωB97M-V/def2-TZVPD", "total_charge": 0, "fmax_ha_per_bohr": 0.08770, "homo_ev": -8.52, "smiles": "[H]/N=N/N(C)C", "multiplicity": 1, "homo_lumo_gap_ev": 9.5, "de_lowest_ev": 4.032, "elements": ["H", "N", "N", "N", "C", "C", "H", "H", "H", "H", "H", "H"], "xyz": [[-3.296, -0.239, -0.278], [-2.308, -0.255, -0.049], [-1.676, 0.749, 0.256], [-0.088, 0.262, 0.581], [0.085, -1.089, 0.303], [0.728, 1.244, -0.034], [0.087, -1.571, 1.366], [-0.862, -1.291, -0.405], [1.049, -1.224, -0.163], [0.611, 1.127, -1.090], [0.284, 2.156, 0.133], [1.719, 1.094, 0.420]]}

=====

18.
{"formula": "C2H7N3O", "method": "ωB97M-V/def2-TZVPD", "total_charge": 0, "fmax_ha_per_bohr": 0.08073, "homo_ev": [-7.51, -6.76], "multiplicity": 1, "homo_lumo_gap_ev": [8.2, 7.3], "de_lowest_ev": 6.005, "elements": ["C", "C", "N", "N", "N", "O", "H", "H", "H", "H", "H", "H", "H"], "xyz": [[-0.469, 0.619, 0.479], [0.784, 1.251, 0.820], [1.284, -2.014, 0.133], [-0.668, -1.714, -0.924], [0.298, -1.340, -0.054], [-1.151, 1.036, -0.654], [1.506, 0.869, 0.127], [0.777, 2.332, 0.755], [1.266, 0.798, 1.782], [-0.488, -2.605, -1.259], [-1.443, -0.987, -1.112], [-1.209, 0.227, 1.038], [-0.489, 1.528, -1.131]]}

=====

19.
{"formula": "C2H7N3O", "method": "ωB97M-V/def2-TZVPD", "total_charge": 0, "fmax_ha_per_bohr": 0.04728, "homo_ev": -8.36, "smiles": "CN/N=C/NO", "multiplicity": 1, "homo_lumo_gap_ev": 9.3, "de_lowest_ev": 4.121, "elements": ["C", "N", "N", "C", "N", "O", "H", "H", "H", "H", "H", "H", "H"], "xyz": [[1.984, 0.186, 0.176], [1.133, -0.784, -0.484], [-0.222, -0.673, -0.275], [-0.836, 0.461, -0.350], [-2.254, 0.476, -0.274], [-2.826, -0.757, 0.084], [3.017, -0.166, 0.073], [1.760, 0.440, 1.247], [1.926, 1.183, -0.373], [1.374, -1.699, -0.022], [-0.416, 1.467, -0.561], [-2.561, 1.168, 0.403], [-2.078, -1.302, 0.357]]}

=====

20.
{"formula": "C2H7N3O", "method": "ωB97M-V/def2-TZVPD", "total_charge": 0, "fmax_ha_per_bohr": 0.05054, "homo_ev": -9.59, "smiles": "[H]/N=C(/N)CNO", "multiplicity": 1, "homo_lumo_gap_ev": 10.5, "de_lowest_ev": 2.771, "elements": ["H", "N", "C", "N", "C", "N", "O", "H", "H", "H", "H", "H", "H"], "xyz": [[-0.382, -0.385, 1.904], [-1.114, -0.232, 1.215], [-0.741, -0.190, 0.011], [-1.697, -0.241, -1.037], [0.633, -0.340, -0.592], [1.722, 0.015, 0.371], [1.674, 1.380, 0.736], [-1.490, 0.194, -1.920], [-2.656, -0.202, -0.733], [0.763, 0.333, -1.442], [0.819, -1.375, -0.884], [1.656, -0.543, 1.226], [0.815, 1.584, 1.146]]}